Run one
The following is a quantum chemistry calculation of a single C2H3ClSi molecule, from the Open Molecules 2025 dataset.

## Properties
HOMO-LUMO gap: 10.3 eV
Molecular weight: 90.58 g/mol
SMILES: ClC1=C[SiH2]1

The geometry in ORCA input format:
```
! RIJCOSX wB97M-V def2-TZVPD def2/J DEFGRID3
* xyz 0 1
Cl 0.545 1.591 2.982
C 0.182 0.831 1.545
C -0.016 1.255 0.283
Si 0.076 -0.582 0.297
H 0.082 2.352 -0.323
H -1.132 -1.180 0.028
H 1.058 -1.561 0.011
*
```


Run two
The following is a quantum chemistry calculation of a single C2H3ClSi molecule, from the Open Molecules 2025 dataset.

## Properties
HOMO-LUMO gap (alpha / beta): 7.1 / 6.8 eV
Molecular weight: 90.58 g/mol

The geometry in ORCA input format:
```
! RIJCOSX wB97M-V def2-TZVPD def2/J DEFGRID3
* xyz 0 1
C -0.100 -0.905 1.443
C -1.345 -1.710 -0.652
Si -0.541 -0.077 -0.081
Cl -2.813 -2.202 -0.132
H -1.568 1.048 0.142
H -0.366 0.201 -1.626
H 0.672 -1.658 1.404
*
```


Run three
The following is a quantum chemistry calculation of a molecular structure, C2H3ClSi, from the Open Molecules 2025 dataset.

## Properties
HOMO-LUMO gap (alpha / beta): 6.9 / 6.7 eV
Molecular weight: 90.58 g/mol

The geometry in ORCA input format:
```
! RIJCOSX wB97M-V def2-TZVPD def2/J DEFGRID3
* xyz 0 1
C -0.529 -1.072 0.754
C 1.356 -0.661 -0.389
Si -0.857 0.495 -0.041
Cl 2.373 0.517 0.189
H -0.542 0.897 -1.507
H -0.932 1.842 0.860
H -0.869 -2.019 0.134
*
```


Quick one: least stable of them? run three


Run one
The following is a quantum chemistry calculation of a gas-phase ion, C4H8N3O (charge +1), from the Open Molecules 2025 dataset.

## Properties
HOMO-LUMO gap: 10.3 eV
Molecular weight: 114.13 g/mol
SMILES: CCC[n+]1ncon1

The geometry in ORCA input format:
```
! RIJCOSX wB97M-V def2-TZVPD def2/J DEFGRID3
* xyz 1 1
C -0.486 1.598 -0.652
C 0.211 1.533 0.659
C 0.001 0.006 1.339
N 0.219 -0.982 0.325
N -0.720 -1.819 -0.136
C -0.120 -2.512 -1.052
O 1.151 -2.237 -1.067
N 1.366 -1.161 -0.286
H -1.545 1.359 -0.613
H -0.061 1.065 -1.427
H -0.445 2.559 -0.929
H 1.215 1.673 0.477
H -0.009 2.262 1.391
H -1.016 -0.102 1.720
H 0.721 -0.143 2.133
H -0.482 -3.099 -1.882
*
```


Run two
The following is a quantum chemistry calculation of a gas-phase ion, C4H8N3O (charge +1), from the Open Molecules 2025 dataset.

## Properties
HOMO-LUMO gap (alpha / beta): 8.7 / 8.7 eV
Molecular weight: 114.13 g/mol

The geometry in ORCA input format:
```
! RIJCOSX wB97M-V def2-TZVPD def2/J DEFGRID3
* xyz 1 1
C -1.411 1.432 0.102
C -0.714 -1.101 -0.086
C 1.111 -0.013 -1.207
C 1.171 -0.605 1.253
N -0.180 1.140 0.384
N -2.267 0.555 -0.277
N 0.334 -0.167 0.057
O -1.215 -2.146 -0.035
H -1.570 2.400 0.447
H 1.411 -1.010 -1.541
H 0.343 0.400 -1.878
H 1.976 0.729 -1.000
H 0.667 -0.738 2.189
H 1.713 -1.615 0.922
H 1.814 0.189 1.376
H -3.183 0.550 -0.705
*
```


Quick one: least stable of them? run two


Run one
The following is a quantum chemistry calculation of 2 unconnected molecules or ions with the total composition C2H3INO2, from the Open Molecules 2025 dataset.

## Properties
HOMO-LUMO gap: 5.6 eV
Molecular weight: 199.95 g/mol

The geometry in ORCA input format:
```
! RIJCOSX wB97M-V def2-TZVPD def2/J DEFGRID3
* xyz 1 1
C -1.475 -3.089 -0.491
C 0.747 1.779 0.556
N -0.163 1.100 -0.322
O -2.141 -2.835 0.413
O 0.049 -0.004 -0.788
I 0.105 -2.993 -1.625
H 1.617 1.272 0.848
H 0.133 2.167 1.336
H 1.128 2.603 0.073
*
```


Run two
The following is a quantum chemistry calculation of a gas-phase ion, C2H3INO2 (charge +1), from the Open Molecules 2025 dataset.

## Properties
HOMO-LUMO gap (alpha / beta): 6.3 / 6.3 eV
Molecular weight: 199.95 g/mol
SMILES: C[N+](=O)C(=O)I

The geometry in ORCA input format:
```
! RIJCOSX wB97M-V def2-TZVPD def2/J DEFGRID3
* xyz 1 1
C -1.102 0.176 0.012
N 0.211 0.521 0.010
O 0.503 1.657 -0.011
C 1.180 -0.557 0.024
O 0.786 -1.859 0.000
I 3.213 -0.007 0.000
H -1.831 0.958 -0.014
H -1.640 -0.488 0.819
H -1.320 -0.401 -0.838
*
```


Quick one: least stable of them? run two


Run one
The following is a quantum chemistry calculation of a single C3H4ClNS molecule, from the Open Molecules 2025 dataset.

## Properties
HOMO-LUMO gap: 7.9 eV
Molecular weight: 121.59 g/mol

The geometry in ORCA input format:
```
! RIJCOSX wB97M-V def2-TZVPD def2/J DEFGRID3
* xyz 0 1
C 1.982 -0.119 0.160
C -0.018 1.458 0.074
C 0.021 -1.405 0.189
N 1.360 -1.177 0.194
S -0.986 0.227 0.688
Cl 3.578 0.246 0.110
H 0.314 2.228 0.744
H -0.023 1.653 -0.985
H -0.344 -1.696 -0.791
H -0.282 -2.109 0.958
*
```


Run two
The following is a quantum chemistry calculation of 2 unconnected molecules or ions with the total composition C3H4ClNS, from the Open Molecules 2025 dataset.

## Properties
HOMO-LUMO gap (alpha / beta): 8.5 / 7.6 eV
Molecular weight: 121.59 g/mol

The geometry in ORCA input format:
```
! RIJCOSX wB97M-V def2-TZVPD def2/J DEFGRID3
* xyz 0 1
C -0.106 0.232 -0.939
C -0.870 -0.273 0.282
C 0.136 2.031 0.401
N 0.411 1.384 -0.891
S -0.729 0.924 1.502
Cl -0.103 3.681 0.201
H -0.040 -0.332 -1.873
H -1.919 -0.434 -0.083
H -0.551 -1.135 0.732
H 1.971 2.291 1.261
*
```


Run three
The following is a quantum chemistry calculation of a single C3H4ClNS molecule, from the Open Molecules 2025 dataset.

## Properties
HOMO-LUMO gap: 8.6 eV
Molecular weight: 121.59 g/mol
SMILES: NC(=S)/C=C/Cl

The geometry in ORCA input format:
```
! RIJCOSX wB97M-V def2-TZVPD def2/J DEFGRID3
* xyz 0 1
N 1.472 0.986 0.109
C 0.884 -0.170 -0.115
S 1.570 -1.636 0.002
C -0.559 0.129 -0.156
C -1.452 -0.852 -0.050
Cl -3.150 -0.598 0.041
H 2.395 1.169 0.335
H 0.861 1.727 -0.100
H -0.935 1.145 -0.241
H -1.086 -1.899 0.175
*
```


Quick one: least stable of them? run two


Run one
The following is a quantum chemistry calculation of a gas-phase ion, CH3IO3P (charge -1), from the Open Molecules 2025 dataset.

## Properties
HOMO-LUMO gap: 7.1 eV
Molecular weight: 220.91 g/mol
SMILES: [O-]P(I)OCO

The geometry in ORCA input format:
```
! RIJCOSX wB97M-V def2-TZVPD def2/J DEFGRID3
* xyz -1 1
O 0.020 3.022 -2.320
P 0.708 2.465 -1.159
I 2.989 1.655 -2.030
O -0.082 0.936 -0.941
C 0.114 0.085 0.122
O -1.109 -0.338 0.680
H 0.673 0.562 0.933
H 0.689 -0.792 -0.240
H -1.665 -0.574 -0.076
*
```


Run two
The following is a quantum chemistry calculation of 2 unconnected molecules or ions with the total composition CH3IO3P, from the Open Molecules 2025 dataset.

## Properties
HOMO-LUMO gap: 5.2 eV
Molecular weight: 220.91 g/mol

The geometry in ORCA input format:
```
! RIJCOSX wB97M-V def2-TZVPD def2/J DEFGRID3
* xyz -1 1
C 0.076 0.027 -0.059
O 2.980 2.649 0.202
O 3.078 0.105 -0.230
O 0.770 1.239 0.298
P 2.443 1.312 0.262
I -2.461 -2.230 0.504
H -0.699 0.354 -0.616
H -0.206 -0.349 0.948
H 0.668 -0.780 -0.444
*
```


Quick one: least stable of them? run two


Run one
The following is a quantum chemistry calculation of 9 unconnected molecules or ions with the total composition C44H113N7O16, from the Open Molecules 2025 dataset.

## Properties
HOMO-LUMO gap: 8.7 eV
Molecular weight: 996.42 g/mol
SMILES: COCCNCCOC.COCCNCCOC.COCCNCCOC.COCCNCCOC.COCCNCCOC.COCCNCCOC.COCCNCCOC.CO.CO

The geometry in ORCA input format:
```
! RIJCOSX wB97M-V def2-TZVPD def2/J DEFGRID3
* xyz 0 1
C -1.744 -15.905 -3.841
O -2.150 -14.828 -3.009
C -2.830 -13.734 -3.618
C -3.020 -12.610 -2.576
N -4.031 -13.048 -1.579
C -4.132 -11.995 -0.604
C -5.292 -12.345 0.393
O -6.659 -12.368 -0.083
C -7.098 -11.228 -0.781
H -1.002 -15.672 -4.605
H -2.631 -16.230 -4.384
H -1.301 -16.727 -3.278
H -3.817 -14.078 -3.926
H -2.304 -13.358 -4.496
H -3.345 -11.695 -3.070
H -2.050 -12.503 -2.090
H -3.831 -13.964 -1.203
H -4.317 -11.001 -1.012
H -3.169 -11.931 -0.096
H -5.281 -11.640 1.225
H -5.106 -13.352 0.765
H -7.063 -10.385 -0.091
H -8.102 -11.386 -1.177
H -6.477 -10.914 -1.620
C 10.982 2.915 2.734
O 11.948 1.924 2.702
C 12.788 1.841 3.919
C 13.968 0.904 3.703
N 13.426 -0.348 3.168
C 14.482 -1.166 2.587
C 13.795 -2.057 1.636
O 13.148 -1.393 0.511
C 12.492 -2.257 -0.386
H 10.836 3.256 1.709
H 11.266 3.745 3.381
H 10.058 2.553 3.183
H 12.094 1.503 4.689
H 13.161 2.813 4.240
H 14.751 0.710 4.436
H 14.505 1.362 2.872
H 12.736 -0.185 2.449
H 15.070 -1.707 3.329
H 15.249 -0.640 2.019
H 13.025 -2.594 2.189
H 14.434 -2.870 1.290
H 13.210 -2.898 -0.899
H 11.908 -1.658 -1.085
H 11.839 -2.979 0.105
C 2.911 3.811 -3.609
O 2.773 5.103 -2.943
C 3.956 5.730 -2.572
C 3.855 7.044 -1.776
N 3.675 6.732 -0.305
C 3.296 7.969 0.380
C 2.555 7.637 1.683
O 1.459 6.747 1.510
C 0.781 6.336 2.682
H 3.656 3.189 -3.112
H 3.146 3.886 -4.670
H 1.919 3.363 -3.554
H 4.534 5.963 -3.466
H 4.459 4.940 -2.014
H 2.993 7.570 -2.187
H 4.763 7.564 -2.080
H 2.895 6.101 -0.186
H 2.660 8.528 -0.306
H 4.115 8.611 0.703
H 2.192 8.579 2.095
H 3.244 7.246 2.431
H 0.395 7.231 3.170
H 1.426 5.913 3.453
H -0.052 5.654 2.512
C -3.784 -2.134 2.435
O -2.525 -1.626 1.994
C -2.455 -0.196 2.143
C -1.266 0.438 1.356
N 0.046 -0.028 1.851
C 1.122 0.612 1.006
C 2.480 0.277 1.604
O 2.955 -1.004 1.238
C 4.321 -1.201 1.478
H -3.896 -2.010 3.512
H -3.815 -3.203 2.225
H -4.655 -1.691 1.952
H -2.326 0.064 3.194
H -3.344 0.328 1.794
H -1.326 1.523 1.448
H -1.349 0.209 0.294
H 0.071 -1.019 1.662
H 0.978 1.689 0.916
H 1.061 0.256 -0.023
H 2.650 0.537 2.649
H 3.138 0.953 1.059
H 4.880 -0.572 0.785
H 4.684 -2.229 1.453
H 4.534 -0.777 2.459
C -9.481 2.712 -1.110
O -8.633 3.233 -2.147
C -7.652 2.317 -2.768
C -6.745 3.180 -3.694
N -6.027 4.276 -3.016
C -4.937 4.983 -3.698
C -4.473 6.099 -2.719
O -5.345 7.250 -2.790
C -5.052 8.189 -1.725
H -9.054 1.793 -0.710
H -10.487 2.528 -1.488
H -9.644 3.428 -0.304
H -8.141 1.557 -3.377
H -6.961 1.953 -2.007
H -7.348 3.560 -4.519
H -6.021 2.502 -4.147
H -6.679 5.005 -2.763
H -5.130 5.433 -4.672
H -4.147 4.244 -3.838
H -3.464 6.470 -2.899
H -4.447 5.688 -1.710
H -3.971 8.323 -1.739
H -5.339 7.813 -0.743
H -5.582 9.123 -1.913
C -4.486 13.425 3.860
O -5.505 12.388 3.866
C -6.358 12.300 4.955
C -7.282 11.045 4.828
N -6.446 9.919 4.477
C -7.271 8.698 4.258
C -7.718 8.472 2.729
O -8.799 9.344 2.477
C -9.192 9.229 1.176
H -3.807 13.323 4.706
H -5.020 14.370 3.950
H -3.912 13.466 2.934
H -6.956 13.207 5.038
H -5.801 12.326 5.891
H -8.162 11.294 4.234
H -7.804 10.805 5.754
H -5.871 10.160 3.682
H -8.117 8.795 4.938
H -6.631 7.885 4.600
H -7.983 7.420 2.619
H -6.922 8.669 2.011
H -10.179 9.673 1.044
H -9.485 8.200 0.967
H -8.472 9.577 0.435
C 5.418 -7.809 -5.216
O 4.687 -6.601 -4.885
C 3.290 -6.777 -4.791
C 2.524 -5.467 -4.611
N 1.178 -5.762 -4.361
C 0.329 -4.614 -3.908
C -1.190 -5.016 -3.985
O -1.507 -5.565 -5.263
C -2.900 -5.874 -5.462
H 6.451 -7.513 -5.397
H 4.903 -8.249 -6.070
H 5.271 -8.534 -4.415
H 3.143 -7.476 -3.968
H 2.962 -7.272 -5.704
H 2.710 -4.734 -5.396
H 2.995 -5.018 -3.736
H 0.812 -6.121 -5.231
H 0.565 -3.733 -4.505
H 0.519 -4.369 -2.864
H -1.796 -4.140 -3.756
H -1.428 -5.712 -3.180
H -3.433 -4.964 -5.737
H -3.480 -6.192 -4.596
H -2.927 -6.581 -6.291
C -0.418 -1.845 7.095
O -0.040 -0.482 6.885
H -0.432 -2.343 6.125
H 0.290 -2.333 7.765
H -1.405 -1.850 7.556
H -0.121 -0.300 5.946
C 2.075 -6.678 1.867
O 1.675 -7.721 0.913
H 1.385 -5.844 1.739
H 2.095 -7.038 2.896
H 3.041 -6.349 1.484
H 1.489 -7.294 0.073
*
```


Run two
The following is a quantum chemistry calculation of 9 unconnected molecules or ions with the total composition C44H113N7O16, from the Open Molecules 2025 dataset.

## Properties
HOMO-LUMO gap: 8.8 eV
Molecular weight: 996.42 g/mol
SMILES: COCCNCCOC.COCCNCCOC.COCCNCCOC.COCCNCCOC.COCCNCCOC.COCCNCCOC.COCCNCCOC.CO.CO

The geometry in ORCA input format:
```
! RIJCOSX wB97M-V def2-TZVPD def2/J DEFGRID3
* xyz 0 1
C -1.682 7.465 4.933
O -0.838 7.366 6.050
C 0.375 8.135 5.905
C 1.601 7.433 6.571
N 2.280 6.466 5.719
C 1.481 5.315 5.336
C 2.116 4.633 4.073
O 2.338 5.573 2.967
C 2.907 5.000 1.788
H -1.172 7.163 4.018
H -1.859 8.522 4.733
H -2.644 6.985 5.107
H 0.266 9.103 6.394
H 0.591 8.425 4.876
H 1.293 6.931 7.488
H 2.244 8.216 6.972
H 2.466 6.850 4.804
H 0.445 5.528 5.074
H 1.369 4.582 6.135
H 1.484 3.845 3.663
H 3.060 4.141 4.308
H 2.298 4.176 1.417
H 3.894 4.605 2.030
H 3.176 5.776 1.072
C -6.000 -0.896 -4.723
O -5.057 -0.335 -3.814
C -3.765 -0.270 -4.322
C -2.834 0.019 -3.172
N -3.087 1.383 -2.663
C -2.226 1.435 -1.456
C -2.687 2.627 -0.511
O -3.985 2.499 -0.059
C -4.386 3.419 0.889
H -5.656 -1.828 -5.173
H -6.286 -0.227 -5.534
H -6.903 -1.092 -4.144
H -3.770 0.549 -5.042
H -3.493 -1.164 -4.883
H -1.820 -0.134 -3.541
H -3.018 -0.692 -2.366
H -4.051 1.343 -2.365
H -1.195 1.542 -1.795
H -2.215 0.515 -0.871
H -2.534 3.569 -1.038
H -2.056 2.647 0.378
H -5.467 3.440 1.023
H -4.030 4.447 0.819
H -3.985 3.018 1.820
C 1.514 -0.404 -2.646
O 1.849 -1.697 -3.196
C 1.029 -2.088 -4.293
C 1.212 -3.591 -4.592
N 2.626 -3.850 -4.894
C 2.775 -5.286 -4.881
C 4.257 -5.770 -4.947
O 5.028 -5.091 -4.037
C 6.419 -5.212 -4.333
H 2.127 -0.228 -1.762
H 0.470 -0.156 -2.455
H 1.859 0.314 -3.390
H 1.208 -1.437 -5.149
H -0.013 -1.982 -3.990
H 0.569 -3.967 -5.388
H 0.842 -4.162 -3.741
H 3.179 -3.457 -4.145
H 2.183 -5.733 -5.679
H 2.350 -5.698 -3.966
H 4.523 -5.623 -5.994
H 4.401 -6.837 -4.774
H 7.075 -4.610 -3.703
H 6.735 -4.998 -5.354
H 6.701 -6.243 -4.120
C -2.937 -0.656 2.525
O -3.913 -1.497 1.976
C -4.500 -0.949 0.785
C -5.705 0.084 0.988
N -6.934 -0.617 1.257
C -6.925 -1.449 2.497
C -8.239 -2.208 2.778
O -8.173 -2.887 4.010
C -9.404 -3.373 4.362
H -2.286 -0.185 1.788
H -2.290 -1.210 3.205
H -3.342 0.156 3.128
H -4.854 -1.771 0.162
H -3.766 -0.554 0.083
H -5.813 0.732 0.119
H -5.441 0.818 1.749
H -6.980 -1.185 0.423
H -6.686 -0.850 3.375
H -6.132 -2.197 2.483
H -8.466 -2.782 1.881
H -9.064 -1.508 2.907
H -9.828 -4.047 3.617
H -10.050 -2.588 4.756
H -9.267 -4.030 5.221
C 2.889 -2.981 -0.302
O 2.522 -4.323 -0.134
C 1.913 -4.966 -1.269
C 1.038 -6.121 -0.859
N -0.133 -5.607 -0.097
C -0.855 -6.741 0.569
C -1.969 -6.168 1.441
O -1.313 -5.642 2.617
C -2.225 -5.007 3.485
H 3.402 -2.600 0.581
H 1.958 -2.452 -0.506
H 3.501 -2.742 -1.172
H 2.737 -5.310 -1.894
H 1.344 -4.260 -1.873
H 1.629 -6.769 -0.212
H 0.720 -6.600 -1.784
H 0.138 -5.026 0.683
H -0.237 -7.375 1.205
H -1.368 -7.387 -0.144
H -2.596 -6.991 1.782
H -2.499 -5.459 0.805
H -2.806 -4.183 3.071
H -1.675 -4.570 4.319
H -2.910 -5.714 3.954
C 1.125 0.233 -7.524
O 1.689 0.926 -6.458
C 2.970 1.395 -6.735
C 3.646 2.087 -5.508
N 2.976 3.290 -5.079
C 3.469 3.806 -3.760
C 2.987 3.026 -2.512
O 1.593 2.933 -2.381
C 0.905 4.146 -2.462
H 0.038 0.253 -7.596
H 1.434 -0.809 -7.438
H 1.453 0.625 -8.487
H 2.992 2.140 -7.530
H 3.626 0.538 -6.883
H 4.670 2.387 -5.730
H 3.701 1.376 -4.684
H 2.032 2.937 -5.004
H 3.217 4.860 -3.641
H 4.546 3.917 -3.884
H 3.444 3.498 -1.643
H 3.354 2.001 -2.567
H -0.150 3.992 -2.237
H 1.011 4.475 -3.495
H 1.283 4.820 -1.693
C 0.325 -2.477 3.322
O 1.260 -2.067 4.285
C 2.654 -1.978 3.817
C 3.047 -0.767 3.036
N 3.870 0.167 3.811
C 4.163 1.386 2.973
C 5.012 1.196 1.735
O 4.200 0.855 0.655
C 4.924 0.710 -0.588
H 0.144 -1.736 2.543
H -0.609 -2.678 3.846
H 0.617 -3.370 2.769
H 2.898 -2.888 3.270
H 3.276 -2.116 4.701
H 2.103 -0.269 2.812
H 3.486 -1.039 2.076
H 4.742 -0.321 3.959
H 4.672 2.105 3.614
H 3.230 1.854 2.660
H 5.798 0.484 1.987
H 5.420 2.183 1.519
H 5.278 1.654 -1.001
H 4.350 0.193 -1.358
H 5.759 0.061 -0.327
C -0.986 2.290 4.284
O 0.043 1.425 3.845
H -0.566 3.247 4.593
H -1.745 2.456 3.521
H -1.467 1.810 5.136
H 0.730 1.419 4.516
C 1.114 1.166 0.585
O -0.131 1.026 1.229
H 1.678 1.940 1.106
H 1.666 0.235 0.458
H 1.043 1.496 -0.451
H -0.123 1.000 2.189
*
```


Quick one: least stable of them? run one